Computed, not measured: a cluster of 2 separate species, C4H10O in total, with ωB97M-V/def2-TZVPD.

Geometry as XYZ:
```
15
Properties=species:S:1:pos:R:3
C 1.805 1.007 0.010
C 0.897 0.055 -0.213
O -0.214 0.364 -0.914
C -1.372 -0.412 -0.687
C -2.155 0.202 0.454
H 1.508 2.038 -0.115
H 2.851 0.820 0.184
H 0.954 -0.987 0.113
H -1.102 -1.462 -0.488
H -1.921 -0.387 -1.633
H -3.106 -0.310 0.620
H -2.346 1.258 0.231
H -1.565 0.150 1.375
H 2.922 -0.930 0.813
H 2.843 -1.406 0.252
```

## Properties
E_HOMO   -8.728 eV
LUMO   1.17 eV
Energy relative to the best compared isomer or geometry (same formula, charge and spin)   247.4 kJ/mol
Multiplicity   1
SMILES   C=COCC.[H][H]
Strongest force on any atom   0.6 eV/A
HOMO-LUMO gap   9.895 eV